(1)
Here is 7 unconnected molecules or ions with the total composition C30H80N6O9 at a distorted geometry from the OMol25 dataset. Energies are from ωB97M-V/def2-TZVPD.

Values from the calculation:
Total charge: 0
HOMO level, hartree: -0.3225

Last column: Mulliken charge in e.
Element x y z (Å)
H  3.381  1.902  4.718  0.23
H  6.388  -1.699  4.055  0.21
C  -4.550  2.192  -4.023  0.19
C  5.819  1.107  4.283  -0.90
O  6.953  0.307  4.001  -0.40
C  2.831  -4.443  -4.973  -0.69
H  -0.177  -3.081  1.697  0.20
H  1.762  0.389  3.659  0.06
O  2.968  -3.252  -5.712  -0.33
C  -3.253  0.299  -2.074  -0.56
H  -2.769  3.196  -3.529  0.30
H  1.045  1.599  -1.329  0.02
C  2.935  -2.387  -0.841  1.50
H  0.340  -3.783  -5.553  0.36
H  7.987  -1.220  4.795  0.27
H  0.583  0.303  7.809  0.40
O  1.019  0.338  -2.916  -0.48
H  -0.953  -2.463  8.083  0.31
C  -1.202  1.356  7.312  0.44
H  -1.470  2.971  1.331  0.27
C  -3.547  0.816  1.964  -0.90
H  0.192  -1.096  -6.549  0.28
C  2.922  -2.752  0.636  -0.94
O  1.675  -2.404  1.211  0.04
H  -1.405  5.444  -0.015  0.36
C  -3.109  2.157  -3.511  -0.38
H  -4.306  0.123  -2.315  0.30
C  -0.638  -1.862  8.940  -0.73
H  -0.075  -3.192  -7.190  0.39
H  -6.033  1.079  -6.982  0.37
H  -3.548  -0.204  1.561  0.37
H  3.748  2.498  3.256  0.28
H  -3.208  2.056  6.955  0.41
C  -5.018  0.669  -6.889  -0.48
C  0.336  0.042  -4.128  -0.12
H  -2.448  1.589  -4.175  -0.24
H  -6.554  -0.147  -4.690  0.27
H  -3.593  5.076  0.094  0.35
C  4.773  0.381  2.108  -1.23
H  -4.042  0.859  2.938  0.20
C  -1.610  4.374  0.007  -0.05
H  -1.048  -2.206  9.886  0.25
H  5.074  -2.253  -1.231  0.31
H  -0.390  1.731  -2.408  -0.13
H  2.694  -5.300  -5.644  0.38
H  2.103  -2.984  -1.261  -0.18
H  -0.398  1.042  5.436  0.09
H  2.246  -2.168  -7.250  0.34
H  -5.092  2.926  -3.428  0.27
H  2.097  -0.774  -1.799  0.37
H  -1.361  -0.496  2.346  0.24
C  -6.246  -0.820  -5.495  -0.73
H  -3.327  4.145  -1.346  0.15
O  -4.993  -0.471  -6.034  -0.31
H  3.747  -4.588  -4.405  0.23
H  0.918  -1.953  -3.847  -0.05
H  1.221  2.446  -2.802  0.30
H  -4.741  0.344  -7.898  0.41
C  0.573  -3.047  -6.326  -0.78
H  5.426  -0.487  1.993  0.38
H  -2.938  0.471  6.360  0.27
H  -3.465  3.330  0.293  -0.11
N  -4.575  2.665  -5.409  -0.30
H  -0.960  3.877  -0.723  -0.02
C  0.022  1.028  2.876  0.13
H  0.041  2.010  3.355  0.55
C  4.535  0.636  3.604  0.66
H  4.076  -2.660  -2.631  0.25
C  4.200  -2.812  -1.559  -1.48
O  -2.239  1.329  2.038  -0.15
H  4.178  -0.285  4.071  0.14
C  -0.475  0.077  7.624  -0.65
H  0.244  1.905  0.901  -0.05
H  5.335  1.220  1.690  0.44
C  -4.073  1.766  -6.413  -0.61
H  6.428  -0.906  5.596  0.32
C  0.696  -3.407  1.130  -0.84
C  -1.396  0.498  2.822  -0.51
H  4.317  -3.885  -1.370  0.42
H  -1.430  2.245  5.467  0.28
H  0.442  0.916  -4.787  0.37
N  -0.667  1.843  6.007  -0.58
H  1.720  1.451  1.689  0.36
H  -0.594  -0.569  6.744  0.34
H  -5.022  1.208  -3.929  -0.25
C  0.938  -1.228  -4.672  -0.27
H  1.989  -4.405  -4.275  0.22
H  -1.779  0.418  3.845  0.25
H  -1.039  2.167  8.023  0.21
N  0.789  0.086  3.729  -0.50
N  0.133  -1.743  -5.765  -0.32
H  -6.166  -1.828  -5.083  0.22
H  1.051  -4.341  1.584  0.38
N  3.472  1.647  3.736  -0.59
H  0.364  -3.593  0.103  0.29
H  6.043  2.142  4.033  0.33
H  -2.658  -0.307  -2.762  0.27
H  3.697  -2.204  1.180  0.00
H  2.021  -0.747  -0.209  0.02
C  0.704  1.113  1.500  -0.70
N  2.664  -0.953  -0.970  -0.49
C  6.949  -0.949  4.625  -0.67
H  -5.501  2.997  -5.638  0.29
H  -3.114  0.063  -1.022  -0.07
H  0.788  -0.800  3.222  0.18
H  2.149  -3.911  -7.508  0.43
O  -1.259  3.916  1.310  -0.49
H  3.124  -3.820  0.783  0.47
H  0.582  0.168  0.973  0.08
H  -4.113  1.426  1.258  0.23
C  -3.101  4.174  -0.285  -0.42
H  5.642  1.033  5.371  0.47
O  -1.023  -0.515  8.783  -0.33
C  0.694  1.588  -2.362  -0.14
H  2.003  -1.069  -4.877  0.39
H  3.830  0.218  1.595  0.18
H  -3.769  2.307  -7.319  0.39
H  0.457  -1.929  9.038  0.29
O  -2.951  1.679  -2.187  0.34
H  -3.154  1.290  -6.073  0.05
H  -6.999  -0.892  -6.287  0.36
C  -2.695  1.123  7.209  -1.38
H  -0.735  -0.081  -3.927  -0.23
H  -3.118  0.699  8.118  0.36
C  2.038  -3.120  -6.753  -0.55

(2)
Here is 8 unconnected molecules or ions with the total composition H16O8 at a distorted geometry from the OMol25 dataset. Energies are from ωB97M-V/def2-TZVPD.

Values from the calculation:
Total charge: 0
HOMO level, hartree: -0.3810

Last column: natural (NBO) charge in e.
Element x y z (Å)
O  -2.394  1.074  -5.334  -0.94
H  2.587  -0.581  -3.584  0.48
O  -1.177  -0.518  -0.406  -0.93
H  -3.182  0.853  -0.723  0.48
H  -3.389  -0.164  0.541  0.48
H  0.096  1.336  1.937  0.47
H  1.268  -2.878  3.295  0.47
H  -0.033  0.483  3.760  0.46
O  0.057  1.373  3.595  -0.90
O  -0.321  1.416  1.100  -0.98
H  -0.805  -0.293  -1.273  0.47
H  3.342  -0.404  1.635  0.46
H  2.295  0.176  -2.283  0.47
O  -3.451  0.775  0.271  -0.96
O  3.665  0.110  0.878  -0.93
H  0.783  1.527  4.164  0.47
O  2.257  -0.694  -2.698  -0.95
H  -0.419  -0.683  0.032  0.46
H  -1.801  1.443  -5.996  0.47
H  3.168  -0.150  0.130  0.47
H  1.338  -3.127  1.678  0.48
H  -1.185  0.924  1.281  0.48
H  -2.218  1.447  -4.500  0.47
O  1.133  -3.525  2.582  -0.95

(3)
Here is a single C8H9N3O molecule at a distorted geometry from the OMol25 dataset. Energies are from ωB97M-V/def2-TZVPD.

Values from the calculation:
Total charge: 0
HOMO level (alpha / beta), hartree: -0.3077 / -0.3078

Last column: natural (NBO) charge in e.
Element x y z (Å)
C  3.369  -0.666  -0.164  0.27
N  0.219  1.057  0.170  -0.31
H  0.808  -1.725  -1.564  0.23
C  1.983  -0.616  -0.203  -0.22
O  -3.493  -1.638  -0.105  -0.50
H  0.485  -1.761  0.263  0.22
C  1.496  0.565  0.259  0.22
H  3.003  1.070  1.706  0.24
H  -4.463  0.872  -1.119  0.24
H  3.099  1.892  -0.082  0.24
H  -4.971  0.321  0.420  0.25
N  4.505  -0.855  -0.273  -0.33
C  -1.828  -0.043  -0.133  0.21
H  -3.592  1.556  0.189  0.22
C  2.451  1.604  0.812  -0.65
H  1.781  -2.801  -0.496  0.25
C  -3.167  -0.463  -0.187  0.47
C  -4.159  0.704  -0.170  -0.67
C  1.215  -1.851  -0.552  -0.62
N  -0.725  0.289  0.007  0.03
H  1.986  2.490  1.225  0.24

(4)
Here is a single C2H5ClN2O molecule at a distorted geometry from the OMol25 dataset. Energies are from ωB97M-V/def2-TZVPD.

Values from the calculation:
Total charge: 0
HOMO level, hartree: -0.3415

Last column: natural (NBO) charge in e.
Element x y z (Å)
H  -1.479  -1.332  -0.082  0.21
N  1.562  1.391  -0.338  -0.75
H  0.868  2.006  -0.317  0.36
H  -1.042  0.560  -0.601  0.19
H  2.343  -1.567  0.135  0.40
C  1.448  0.181  -0.114  0.68
Cl  4.122  0.009  0.239  0.15
H  -1.278  0.068  1.029  0.18
N  2.575  -0.661  -0.117  -0.63
C  -0.906  -0.278  0.060  -0.26
O  0.431  -0.757  0.061  -0.53

(5)
Here is a molecular structure, C5H9NO2 at a distorted geometry from the OMol25 dataset. Energies are from ωB97M-V/def2-TZVPD.

Values from the calculation:
Total charge: 0
HOMO level, hartree: -0.3580

Last column: natural (NBO) charge in e.
Element x y z (Å)
H  -0.199  1.583  -0.295  0.49
O  0.786  1.805  -0.642  -0.74
H  -2.240  1.376  1.028  0.21
H  -3.139  0.804  -1.004  0.25
C  -2.488  -0.320  -0.913  -0.69
H  -3.025  -1.370  -0.881  0.25
H  -0.672  0.859  2.130  0.24
C  1.646  0.913  0.056  -0.18
H  -0.222  -2.185  0.481  0.42
N  -0.144  -1.112  0.188  -0.72
H  -1.629  -0.037  -1.947  0.24
C  -1.479  0.612  1.330  -0.46
O  2.030  -1.411  -0.097  -0.56
C  1.181  -0.621  -0.004  0.67
H  2.241  1.447  1.114  0.20
C  -1.414  -0.352  0.299  0.16
H  2.678  0.768  -0.640  0.22

(6)
Here is 2 unconnected molecules or ions with the total composition C3H9NO3S at a distorted geometry from the OMol25 dataset. Energies are from ωB97M-V/def2-TZVPD.

Values from the calculation:
Total charge: 0
HOMO level, hartree: -0.3330

Last column: natural (NBO) charge in e.
Element x y z (Å)
C  -1.326  -1.334  -0.463  -0.26
H  2.266  -2.000  0.151  0.40
N  2.039  -1.195  0.711  -1.08
H  -1.905  1.625  -0.915  0.19
C  -0.093  0.318  0.672  -0.14
H  0.146  0.707  1.651  0.21
H  2.815  -0.914  1.286  0.40
O  -0.890  -0.765  0.762  -0.52
H  -1.860  -0.587  -1.055  0.18
H  -1.998  -2.145  -0.194  0.20
O  1.256  -0.395  -1.551  -0.94
O  2.269  1.238  0.005  -0.94
H  -0.488  -1.711  -1.048  0.20
H  -1.840  2.329  0.768  0.20
C  -1.321  2.054  -0.126  -0.56
S  1.442  0.088  -0.214  2.24
H  -0.512  2.686  -0.438  0.21

(7)
Here is a molecular structure, C28H27FNOPPtSi at a distorted geometry from the OMol25 dataset. Energies are from ωB97M-V/def2-TZVPD.

Values from the calculation:
Total charge: +2
HOMO level (alpha / beta), hartree: -0.5079 / -0.5066

Last column: natural (NBO) charge in e.
Element x y z (Å)
C  -4.583  -2.828  -0.303  -1.12
H  -3.975  0.274  -1.754  0.26
C  3.030  3.016  -3.723  -0.18
H  0.262  4.409  2.202  0.23
H  -3.281  -0.876  -2.883  0.27
C  2.926  1.873  0.988  -0.21
C  3.235  2.797  1.968  -0.18
C  -4.095  -1.213  2.650  -0.09
O  0.119  -1.363  2.278  -0.46
H  -1.264  -3.453  0.000  0.25
C  1.856  1.257  -4.884  -0.20
C  2.704  2.359  -4.902  -0.16
Pt  -0.777  0.112  0.137  0.43
H  0.687  -0.052  -3.651  0.22
P  1.215  0.727  -0.924  1.01
C  2.502  2.596  -2.519  -0.21
C  3.540  -3.096  -0.017  -0.20
H  -4.671  -1.887  2.040  0.25
C  1.653  1.890  0.414  -0.39
C  2.174  -0.758  -0.684  -0.28
H  4.087  -3.990  0.240  0.25
H  3.103  2.710  -5.839  0.24
Si  -3.050  -1.742  -0.533  1.70
C  1.684  1.464  -2.500  -0.32
C  1.778  -1.514  0.477  -0.28
H  -1.685  -3.481  -1.700  0.27
N  -2.569  -0.723  0.821  -0.69
H  4.746  -2.689  -1.747  0.25
C  2.501  -2.701  0.785  -0.09
H  -2.087  1.300  4.827  0.27
C  1.344  0.806  -3.683  -0.20
C  -4.428  -1.009  3.965  -0.23
C  -2.314  0.380  2.930  0.58
H  -5.477  -2.254  -0.086  0.26
H  3.666  1.164  0.640  0.22
H  3.711  3.854  -3.740  0.24
C  0.689  2.809  0.849  -0.14
H  2.747  3.109  -1.600  0.24
H  -4.437  -3.561  0.485  0.25
C  -2.982  -0.540  2.064  0.04
H  -0.603  -2.240  -1.100  0.24
C  0.622  -1.268  1.199  0.67
C  -1.493  -2.826  -0.856  -1.08
H  -3.978  -0.001  5.811  0.26
H  4.234  2.831  2.377  0.24
C  2.268  3.685  2.426  -0.17
H  -4.762  -3.375  -1.224  0.28
C  3.915  -2.353  -1.149  -0.10
C  -3.709  -0.132  4.776  0.02
C  3.239  -1.192  -1.473  -0.20
H  -2.224  0.196  -1.964  0.24
F  -1.294  1.106  2.389  -0.30
H  3.542  -0.612  -2.331  0.25
H  2.212  -3.270  1.654  0.24
H  -0.292  2.827  0.376  0.21
C  -2.645  0.586  4.240  -0.33
C  1.001  3.703  1.857  -0.22
H  -5.270  -1.541  4.377  0.26
H  1.602  0.756  -5.802  0.24
C  -3.145  -0.408  -1.912  -1.08
H  2.497  4.356  3.239  0.24

(8)
Here is a molecular structure, C4H6N2S2 at a distorted geometry from the OMol25 dataset. Energies are from ωB97M-V/def2-TZVPD.

Values from the calculation:
Total charge: 0
HOMO level, hartree: -0.3249

Last column: natural (NBO) charge in e.
Element x y z (Å)
H  0.335  -0.886  1.292  0.27
S  3.190  -0.753  -0.397  0.01
H  -2.129  -1.378  0.706  0.24
H  -0.879  1.726  -0.472  0.26
C  0.510  -0.015  0.332  -0.24
N  -1.039  -0.464  -1.424  -0.29
H  2.466  0.646  1.461  0.25
C  -0.348  1.329  0.535  -0.30
S  -0.101  1.988  2.000  0.12
N  0.186  -0.829  -0.863  -0.50
H  -2.938  -0.018  -1.361  0.25
C  -2.060  -0.657  -0.559  -0.21
H  0.820  -0.733  -1.762  0.39
C  1.987  0.044  0.510  -0.25